This record from the OMol25 dataset describes the molecule C17H23NO5. The level of theory is ωB97M-V/def2-TZVPD.

Each line ends with the Mulliken charge.
Element x y z (Å)
C (-5.05, -2.19, -0.51)  -1.111
C (-5.77, -1.03, 0.17)  -0.471
C (-5.24, 0.34, -0.25)  -0.613
C (-3.82, 0.60, 0.24)  -0.218
H (-3.78, 0.50, 1.33)  0.243
H (-3.14, -0.13, -0.18)  0.164
C (-3.35, 2.01, -0.14)  -0.982
C (-1.93, 2.23, 0.34)  0.532
O (-1.63, 2.87, 1.33)  -0.654
N (-1.00, 1.62, -0.44)  -0.006
H (-1.31, 1.05, -1.21)  0.328
C (0.40, 1.56, -0.09)  -0.997
C (0.84, 0.14, 0.23)  0.430
C (1.45, -0.14, 1.44)  -0.234
C (1.90, -1.41, 1.76)  -1.348
C (1.71, -2.40, 0.83)  1.110
C (1.09, -2.13, -0.39)  0.276
C (0.65, -0.87, -0.72)  -0.522
H (0.19, -0.68, -1.67)  0.483
O (1.02, -3.28, -1.13)  -0.501
C (1.64, -4.28, -0.35)  -0.259
O (2.05, -3.72, 0.88)  -0.490
H (0.93, -5.10, -0.17)  0.252
H (2.52, -4.67, -0.89)  0.256
H (2.38, -1.62, 2.71)  0.427
H (1.58, 0.66, 2.16)  0.502
H (0.51, 2.18, 0.80)  0.589
C (1.27, 2.13, -1.23)  -0.714
C (2.73, 1.86, -0.92)  0.542
O (3.45, 1.15, -1.56)  -0.607
O (3.11, 2.51, 0.18)  -0.268
C (4.45, 2.28, 0.61)  -0.689
H (4.58, 1.22, 0.87)  0.301
H (5.15, 2.53, -0.18)  0.293
H (4.60, 2.91, 1.48)  0.241
H (1.03, 1.65, -2.17)  0.308
H (1.10, 3.21, -1.30)  0.447
H (-3.40, 2.15, -1.22)  0.338
H (-3.99, 2.75, 0.34)  0.413
H (-5.90, 1.11, 0.15)  0.320
H (-5.27, 0.41, -1.34)  0.312
H (-6.83, -1.09, -0.08)  0.332
H (-5.69, -1.14, 1.25)  0.318
H (-4.01, -2.24, -0.20)  0.277
H (-5.52, -3.14, -0.24)  0.358
H (-5.08, -2.09, -1.59)  0.289

- ΔE to the lowest compared entry with this formula, charge and spin (kcal/mol) = 42.3
- SMILES = CCCCCC(=O)N[C@H](CC(=O)OC)c1ccc2c(c1)OCO2
- gap between HOMO and LUMO (eV) = 8.89

***

This record from the OMol25 dataset describes the molecule C17H23NO5. The level of theory is ωB97M-V/def2-TZVPD.

Each line ends with the Mulliken charge.
Element x y z (Å)
C (-4.57, -2.84, 0.75)  -1.155
C (-5.64, -1.82, 0.35)  -0.435
C (-5.15, -0.81, -0.69)  -1.224
C (-3.97, 0.05, -0.23)  0.928
C (-4.36, 0.79, 1.02)  0.143
O (-5.15, 1.70, 1.08)  -0.585
O (-3.74, 0.32, 2.11)  -0.415
H (-4.04, 0.79, 2.91)  0.354
H (-3.11, -0.59, 0.00)  0.375
C (-3.58, 1.05, -1.33)  -1.385
C (-2.35, 1.87, -0.95)  -1.022
C (-1.09, 1.03, -0.89)  0.782
O (-1.02, -0.10, -1.30)  -0.651
N (-0.04, 1.71, -0.32)  -0.110
C (1.27, 1.30, -0.12)  0.980
C (1.73, 0.03, -0.46)  -0.570
C (3.05, -0.32, -0.23)  -0.713
C (3.93, 0.60, 0.34)  0.121
C (3.47, 1.86, 0.69)  -0.983
C (2.16, 2.21, 0.46)  -0.460
H (1.80, 3.20, 0.73)  0.330
H (4.16, 2.56, 1.14)  0.448
C (5.35, 0.27, 0.61)  0.640
O (6.14, 1.04, 1.09)  -0.635
O (5.66, -0.99, 0.26)  -0.345
C (7.01, -1.40, 0.45)  -0.252
C (7.89, -0.97, -0.71)  -1.108
H (7.50, -1.36, -1.65)  0.296
H (8.90, -1.35, -0.56)  0.381
H (7.93, 0.12, -0.76)  0.313
H (6.97, -2.49, 0.53)  0.307
H (7.38, -0.97, 1.39)  0.317
H (3.40, -1.30, -0.50)  0.434
H (1.05, -0.68, -0.91)  0.545
H (-0.23, 2.66, -0.02)  0.202
H (-2.51, 2.37, 0.02)  0.417
H (-2.19, 2.65, -1.70)  0.464
H (-3.36, 0.50, -2.24)  0.503
H (-4.42, 1.72, -1.50)  0.425
H (-5.98, -0.15, -0.95)  0.290
H (-4.85, -1.35, -1.60)  0.429
H (-6.50, -2.35, -0.07)  0.416
H (-5.98, -1.29, 1.24)  0.268
H (-3.76, -2.36, 1.29)  0.261
H (-4.16, -3.32, -0.14)  0.289
H (-5.00, -3.60, 1.38)  0.389

- ΔE to the lowest compared entry with this formula, charge and spin (kcal/mol) = 3.4
- SMILES = CCC[C@@H](CCC(=O)Nc1ccc(C(=O)OCC)cc1)C(=O)O
- gap between HOMO and LUMO (eV) = 9.29

***

This record from the OMol25 dataset describes a structure of composition C17H24I2N2O2. The level of theory is ωB97M-V/def2-TZVPD.

Each line ends with the Mulliken charge.
Element x y z (Å)
C (0.84, -1.10, -0.14)  -1.187
C (0.74, 0.41, -0.18)  0.138
I (2.59, 1.35, -0.35)  0.146
C (-0.41, 1.06, -0.12)  -0.307
I (-0.63, 3.13, -0.21)  0.120
C (-1.71, 0.33, 0.00)  0.589
O (-2.08, -0.21, 1.02)  -0.487
O (-2.40, 0.36, -1.14)  -0.252
C (-3.37, -0.69, -1.36)  -0.525
C (-4.81, -0.23, -1.29)  -0.847
C (-5.27, 0.40, 0.04)  0.902
C (-6.80, 0.34, 0.10)  -1.680
C (-4.83, 1.86, 0.17)  -1.212
H (0.99, -1.47, -1.15)  0.314
H (-0.07, -1.53, 0.28)  0.185
H (1.67, -1.41, 0.49)  0.482
H (-3.15, -1.05, -2.37)  0.366
H (-3.18, -1.51, -0.67)  0.379
H (-5.40, -1.13, -1.46)  0.346
H (-5.03, 0.45, -2.12)  0.324
H (-4.84, -0.17, 0.87)  0.208
H (-7.16, -0.69, 0.07)  0.412
H (-7.16, 0.82, 1.01)  0.408
H (-7.21, 0.88, -0.75)  0.361
H (-4.95, 2.18, 1.21)  0.331
H (-5.48, 2.50, -0.43)  0.386
H (-3.80, 2.04, -0.11)  0.122
N (0.77, -4.09, 2.61)  0.023
C (1.43, -3.40, 3.59)  -0.529
C (2.65, -4.01, 3.78)  -0.350
C (2.72, -5.10, 2.87)  -0.371
C (1.55, -5.12, 2.16)  -0.511
H (-0.15, -3.87, 2.28)  0.191
H (0.99, -2.55, 4.07)  0.385
H (3.40, -3.70, 4.48)  0.406
H (3.54, -5.79, 2.75)  0.394
H (1.20, -5.78, 1.39)  0.371
N (5.88, 2.99, -1.44)  0.119
C (5.36, 3.96, -2.25)  -0.316
C (6.40, 4.53, -2.94)  -0.497
C (7.59, 3.88, -2.52)  -0.381
C (7.23, 2.93, -1.59)  -0.492
H (5.34, 2.41, -0.82)  0.087
H (4.30, 4.15, -2.28)  0.328
H (6.31, 5.33, -3.66)  0.375
H (8.59, 4.08, -2.86)  0.387
H (7.83, 2.23, -1.04)  0.359

- gap between HOMO and LUMO (eV) = 8.02

***

This record from the OMol25 dataset describes a structure of composition C17H24IrN6OS4. The level of theory is ωB97M-V/def2-TZVPD.

Each line ends with the Mulliken charge.
Element x y z (Å)
Ir (0.56, -0.71, -0.22)  1.899
N (2.40, -1.79, 0.18)  -0.608
C (2.85, -1.67, 1.59)  -0.637
C (1.61, -1.76, 2.46)  -0.713
N (0.72, -0.66, 2.02)  -0.676
H (2.16, -2.77, 0.01)  0.210
H (3.14, -1.55, -0.47)  0.354
H (3.35, -0.71, 1.70)  0.412
H (3.55, -2.46, 1.87)  0.414
H (1.88, -1.68, 3.51)  0.403
H (1.08, -2.71, 2.31)  0.421
H (1.18, 0.22, 2.22)  0.347
H (-0.15, -0.67, 2.53)  0.249
S (-1.47, 0.00, -1.06)  -0.348
C (-1.10, 0.65, -2.56)  0.770
C (-2.18, 1.27, -3.28)  -0.293
N (-3.07, 1.77, -3.81)  -0.291
C (0.17, 0.60, -3.10)  0.832
S (1.44, -0.11, -2.27)  -0.407
C (0.45, 1.16, -4.39)  -0.367
N (0.69, 1.62, -5.41)  -0.284
O (-0.02, -2.56, -1.16)  -0.690
S (0.04, -4.08, -1.39)  0.033
C (-1.25, -4.39, -2.62)  -0.521
C (-0.57, -5.20, -3.72)  -0.687
C (0.77, -4.52, -3.95)  -0.674
C (1.40, -4.37, -2.57)  -0.476
H (-1.57, -3.41, -2.95)  0.278
H (-2.08, -4.91, -2.13)  0.400
H (-1.19, -5.22, -4.62)  0.372
H (-0.43, -6.23, -3.40)  0.328
H (0.63, -3.54, -4.41)  0.270
H (1.42, -5.11, -4.61)  0.387
H (2.10, -3.54, -2.48)  0.309
H (1.89, -5.29, -2.24)  0.494
N (-1.34, 1.60, 1.72)  -0.235
C (-0.31, 2.28, 1.21)  0.603
S (0.90, 1.59, 0.16)  -0.487
N (-0.13, 3.55, 1.51)  -0.038
C (-0.81, 4.35, 2.49)  0.535
C (-1.22, 3.83, 3.71)  -0.281
C (-1.84, 4.66, 4.63)  -0.642
C (-2.03, 6.01, 4.34)  -0.534
C (-1.58, 6.53, 3.14)  -0.572
C (-0.96, 5.70, 2.21)  -0.577
H (-1.56, 0.70, 1.34)  0.062
H (-2.09, 2.12, 2.17)  0.331
H (0.56, 4.04, 0.95)  0.274
H (-1.02, 2.80, 3.97)  0.481
H (-2.16, 4.26, 5.58)  0.390
H (-2.51, 6.65, 5.07)  0.412
H (-1.70, 7.58, 2.92)  0.398
H (-0.61, 6.10, 1.27)  0.371

- multiplicity = 2
- ΔE to the lowest compared entry with this formula, charge and spin (kcal/mol) = 24.5
- gap between HOMO and LUMO (spin up / spin down) (eV) = 7.92 / 5.71
- charge = +2

***

This record from the OMol25 dataset describes a structure of composition C17H24N2O2PtS2. The level of theory is ωB97M-V/def2-TZVPD.

Each line ends with the Mulliken charge.
Element x y z (Å)
Pt (-0.20, -0.31, 0.47)  1.630
C (1.29, -0.95, 3.44)  -0.790
O (0.24, -0.23, 2.82)  -0.423
C (0.06, 1.07, 3.36)  -0.551
C (-1.24, 1.67, 2.84)  -0.606
O (-1.14, 1.82, 1.42)  -0.237
C (-2.14, 2.66, 0.88)  -0.943
H (1.17, -0.93, 4.53)  0.399
H (2.27, -0.52, 3.19)  0.337
H (1.24, -1.98, 3.10)  0.195
H (0.90, 1.72, 3.09)  0.314
H (-0.01, 1.00, 4.46)  0.498
H (-1.38, 2.66, 3.30)  0.424
H (-2.10, 1.04, 3.10)  0.342
H (-2.11, 3.64, 1.36)  0.372
H (-3.14, 2.24, 1.02)  0.374
H (-1.93, 2.77, -0.18)  0.257
C (0.39, -5.10, 0.82)  -1.660
C (0.61, -3.64, 0.57)  0.657
S (-0.84, -2.72, 0.47)  -0.205
C (1.86, -3.10, 0.38)  0.696
C (3.12, -3.90, 0.42)  -1.435
S (2.09, -1.43, 0.04)  -0.241
H (-0.66, -5.32, 0.96)  0.463
H (0.94, -5.43, 1.70)  0.386
H (0.74, -5.68, -0.04)  0.399
H (2.93, -4.96, 0.50)  0.400
H (3.73, -3.59, 1.28)  0.334
H (3.71, -3.71, -0.47)  0.390
N (-2.01, -0.15, -1.08)  -0.350
C (-1.70, 0.78, -2.13)  0.643
C (-2.61, 1.08, -3.11)  -0.532
C (-2.28, 1.99, -4.14)  -0.764
C (-1.05, 2.57, -4.17)  -0.882
C (-0.09, 2.29, -3.18)  0.563
C (1.21, 2.85, -3.16)  -0.568
C (2.07, 2.55, -2.14)  -1.022
C (1.64, 1.66, -1.13)  -0.119
N (0.46, 1.11, -1.14)  -0.468
C (-0.43, 1.38, -2.13)  0.096
H (-2.24, -1.07, -1.46)  0.396
H (-2.82, 0.16, -0.55)  0.330
H (-3.59, 0.63, -3.10)  0.513
H (-3.02, 2.21, -4.89)  0.430
H (-0.79, 3.27, -4.96)  0.458
H (1.51, 3.52, -3.96)  0.480
H (3.06, 2.97, -2.08)  0.433
H (2.30, 1.41, -0.31)  0.590

- multiplicity = 5
- ΔE to the lowest compared entry with this formula, charge and spin (kcal/mol) = 6.2
- gap between HOMO and LUMO (spin up / spin down) (eV) = 8.24 / 6.00
- charge = +2

***

This record from the OMol25 dataset describes the molecule C17H24N2O4. The level of theory is ωB97M-V/def2-TZVPD.

Each line ends with the Mulliken charge.
Element x y z (Å)
O (5.27, -2.58, -0.76)  -0.602
O (5.16, -0.89, 0.63)  -0.540
O (-3.46, -0.60, 0.38)  -0.406
O (2.52, -0.17, 1.17)  -0.552
C (3.29, -1.39, -2.29)  -0.661
C (2.14, -0.93, -2.92)  -0.999
C (2.53, -0.41, -0.20)  0.606
C (3.54, -1.10, -0.91)  -0.565
C (1.16, -0.21, -2.20)  0.777
C (1.40, 0.08, -0.86)  0.769
N (-0.77, 0.40, 0.22)  0.664
N (4.71, -1.55, -0.31)  0.913
C (-0.06, 0.29, -2.89)  -1.530
C (-4.38, 1.61, 0.06)  -1.524
C (-2.73, -2.71, 1.09)  -1.630
C (2.42, 2.15, 1.46)  -1.783
C (0.87, 0.69, 2.75)  -1.844
C (-1.92, 1.32, 0.39)  -1.076
C (-1.03, -0.96, 0.72)  -0.880
C (0.62, 0.93, 0.10)  -0.798
C (-3.19, 0.69, -0.22)  0.627
C (-2.39, -1.53, 0.21)  0.477
C (1.57, 0.90, 1.38)  1.844
H (3.98, -1.98, -2.92)  0.404
H (1.94, -1.15, -3.98)  0.416
H (-0.83, -0.50, -2.90)  0.265
H (-0.39, 1.19, -2.38)  0.233
H (0.14, 0.57, -3.93)  0.532
H (-4.38, 1.85, 1.11)  0.393
H (-4.34, 2.57, -0.50)  0.361
H (-5.31, 1.03, -0.18)  0.354
H (-2.88, -2.38, 2.14)  0.356
H (-1.92, -3.39, 1.08)  0.427
H (-3.58, -3.25, 0.67)  0.405
H (2.64, 2.58, 0.48)  0.411
H (1.90, 2.93, 2.03)  0.434
H (3.34, 1.92, 1.96)  0.429
H (1.54, 1.11, 3.52)  0.479
H (-0.09, 1.20, 2.77)  0.250
H (0.77, -0.36, 2.95)  0.371
H (-2.06, 1.53, 1.44)  0.234
H (-1.71, 2.25, -0.13)  0.409
H (-1.07, -0.89, 1.83)  0.245
H (-0.23, -1.66, 0.41)  0.488
H (0.57, 1.95, -0.32)  0.375
H (-3.05, 0.59, -1.28)  0.220
H (-2.28, -1.76, -0.86)  0.219

- ΔE to the lowest compared entry with this formula, charge and spin (kcal/mol) = 120.6
- SMILES = Cc1ccc([N+](=O)[O-])c2c1[C@@H](N1C[C@@H](C)O[C@@H](C)C1)C(C)(C)O2
- gap between HOMO and LUMO (eV) = 7.99

***

This record from the OMol25 dataset describes the molecule C17H24N2O5S2. The level of theory is ωB97M-V/def2-TZVPD.

Each line ends with the Mulliken charge.
Element x y z (Å)
C (-0.41, -0.82, -3.58)  -1.135
C (-1.70, -0.36, -2.91)  -0.320
H (-1.70, -0.60, -1.85)  0.249
H (-2.57, -0.81, -3.40)  0.494
O (-1.84, 1.07, -2.95)  -0.246
C (-2.19, 1.61, -4.11)  0.593
O (-2.40, 1.00, -5.13)  -0.575
C (-2.33, 3.12, -4.05)  -0.606
H (-3.39, 3.36, -4.21)  0.379
H (-1.76, 3.56, -4.87)  0.352
S (-1.87, 3.91, -2.50)  -0.179
C (-0.05, 3.77, -2.55)  -1.005
C (0.49, 2.45, -2.02)  0.656
O (1.40, 1.88, -2.57)  -0.643
N (-0.13, 2.06, -0.87)  0.075
C (0.05, 0.88, -0.16)  0.301
C (1.14, 0.03, -0.36)  -0.313
C (1.25, -1.14, 0.37)  -0.914
C (0.28, -1.46, 1.30)  -0.010
C (-0.80, -0.63, 1.52)  -0.873
C (-0.92, 0.54, 0.79)  -0.358
H (-1.77, 1.19, 0.94)  0.387
H (-1.55, -0.92, 2.24)  0.524
S (0.44, -2.97, 2.27)  1.302
O (1.22, -3.89, 1.50)  -0.743
O (-0.87, -3.34, 2.70)  -0.747
N (1.32, -2.61, 3.63)  0.101
C (2.74, -2.40, 3.49)  -0.927
C (3.10, -0.92, 3.38)  -0.054
C (2.50, -0.15, 4.56)  -0.900
C (0.99, -0.36, 4.59)  -0.057
C (0.68, -1.85, 4.67)  -0.931
H (-0.39, -2.05, 4.59)  0.385
H (1.03, -2.24, 5.64)  0.378
H (0.55, 0.06, 3.68)  -0.040
H (0.55, 0.15, 5.45)  0.397
H (2.73, 0.91, 4.47)  0.403
H (2.94, -0.51, 5.49)  0.338
H (2.71, -0.51, 2.44)  -0.055
H (4.19, -0.81, 3.37)  0.405
H (3.05, -2.96, 2.61)  0.383
H (3.23, -2.83, 4.38)  0.378
H (2.07, -1.82, 0.21)  0.563
H (1.89, 0.29, -1.10)  0.582
H (-0.95, 2.59, -0.62)  0.166
H (0.29, 3.93, -3.57)  0.394
H (0.32, 4.59, -1.92)  0.429
H (-0.26, -1.88, -3.38)  0.384
H (-0.48, -0.67, -4.66)  0.417
H (0.44, -0.26, -3.20)  0.213

- ΔE to the lowest compared entry with this formula, charge and spin (kcal/mol) = 0.0
- SMILES = CCOC(=O)CSCC(=O)Nc1ccc(S(=O)(=O)N2CCCCC2)cc1
- gap between HOMO and LUMO (eV) = 9.25

***

This record from the OMol25 dataset describes a structure of composition C17H24N2O6S. The level of theory is ωB97M-V/def2-TZVPD.

Each line ends with the Mulliken charge.
Element x y z (Å)
C (-0.91, -4.46, -2.42)  -0.739
C (0.41, -4.33, -3.17)  0.414
O (0.61, -5.08, -4.10)  -0.540
N (1.44, -3.39, -2.81)  -0.293
C (0.93, -2.04, -2.51)  -0.001
C (2.02, -1.15, -1.87)  -0.889
C (1.73, 0.37, -2.03)  -0.882
C (1.49, 1.12, -0.71)  -1.380
C (0.12, 0.84, 0.01)  1.934
C (0.36, 0.07, 1.30)  -1.061
C (0.71, 0.70, 2.47)  -0.143
C (0.89, 0.02, 3.65)  -0.934
C (0.72, -1.35, 3.69)  -0.573
C (0.41, -1.99, 2.51)  -1.037
C (0.23, -1.31, 1.34)  -0.033
O (-0.68, 0.03, -0.91)  -0.142
S (-1.59, 1.02, -1.81)  1.290
O (-2.98, 0.90, -1.51)  -0.638
O (-1.39, 0.90, -3.21)  -0.630
O (-0.98, 2.41, -1.24)  -0.609
C (-0.81, 2.06, 0.19)  0.215
C (-0.22, 3.33, 0.82)  -1.222
C (-0.92, 3.89, 2.10)  -1.023
C (-1.86, 2.94, 2.83)  0.599
N (-3.19, 2.81, 2.31)  -0.621
O (-1.57, 2.33, 3.84)  -0.521
H (-1.05, -5.49, -2.10)  0.339
H (-1.78, -4.19, -3.04)  0.255
H (-0.98, -3.84, -1.51)  0.179
H (1.99, -3.72, -2.01)  0.297
H (0.14, -2.14, -1.74)  -0.209
H (0.47, -1.59, -3.39)  0.339
H (2.94, -1.39, -2.41)  0.389
H (2.12, -1.42, -0.81)  0.504
H (2.64, 0.81, -2.46)  0.500
H (0.95, 0.53, -2.78)  0.493
H (2.32, 0.88, -0.03)  0.502
H (1.55, 2.20, -0.91)  0.504
H (0.85, 1.77, 2.53)  0.362
H (1.14, 0.58, 4.55)  0.424
H (0.84, -1.85, 4.64)  0.398
H (0.29, -3.08, 2.55)  0.418
H (-0.02, -1.87, 0.44)  0.504
H (-1.82, 1.75, 0.44)  0.629
H (-0.28, 4.12, 0.06)  0.674
H (0.85, 3.19, 0.99)  0.473
H (-1.42, 4.85, 1.88)  0.426
H (-0.13, 4.15, 2.81)  0.380
H (-3.36, 1.82, 2.16)  0.321
H (-3.20, 3.28, 1.40)  0.358

- ΔE to the lowest compared entry with this formula, charge and spin (kcal/mol) = 48.6
- gap between HOMO and LUMO (eV) = 9.84

***

| no. | E_tot (eV) |
| --- | --- |
| 1 | -29730.2512 |
| 2 | -29731.9377 |
| 3 | -41293.7580 |
| 4 | -75172.4453 |
| 5 | -49993.3943 |
| 6 | -29185.2599 |
| 7 | -52907.5432 |
| 8 | -44117.4862 |